(1)
# C32H35N6O2Si2Tl

A molecular structure, C32H35N6O2Si2Tl (wB97M-V/def2-TZVPD, OMol25).

Last column: Löwdin charge in e.
Element x y z (Å)
H 5.023 -2.363 -1.550  0.0188
H 0.720 -5.459 -0.551  0.0167
H -3.937 0.523 -2.457  0.0207
H -0.945 4.950 -0.262  0.1275
C -1.817 -5.500 -1.547  -0.0935
H 3.581 -2.140 -2.548  0.0244
C 0.998 2.043 1.815  -0.1122
H 5.059 0.574 -3.005  0.0142
C -0.642 -4.825 -2.064  -0.3900
H 6.217 0.333 -1.687  0.0123
C -3.024 -5.444 -2.169  -0.0995
C -0.375 4.037 -0.084  -0.1770
C -4.468 -4.691 -4.019  -0.2829
C -0.881 -4.054 -3.270  -0.1006
N 0.562 -0.284 2.171  0.1153
H -2.478 0.267 2.156  0.0020
N -1.183 0.482 -0.730  -0.1570
H -2.038 2.763 0.776  0.0901
N 2.330 0.368 -1.242  -0.1803
C 0.667 3.649 -1.146  -0.1431
H -0.990 -1.875 4.689  0.0962
C -4.031 0.880 -1.430  -0.1803
C -0.600 -1.033 4.133  -0.0655
H -2.247 -2.412 0.017  0.0032
H 3.665 -0.438 1.514  0.0112
H -2.728 -2.102 -1.640  0.0219
H -3.714 1.374 1.564  0.0123
O -0.350 5.902 2.931  0.0615
H 0.142 -2.250 2.493  0.1001
C 3.985 -2.022 -1.542  -0.2141
O -0.436 5.208 4.968  0.0340
C 0.444 0.996 2.615  -0.1354
N -0.257 5.019 3.770  -0.3275
H -3.872 -5.975 -1.747  0.0967
C 0.052 -1.245 2.896  -0.1485
C 1.827 1.510 -0.671  -0.4539
C -1.191 2.812 0.105  -0.0404
H -0.051 -3.498 -3.691  0.0889
H -3.948 -2.181 -0.372  0.0297
H 1.450 -4.422 -1.897  0.0060
C 1.838 3.940 -0.173  -0.1349
H -3.861 1.959 -1.430  0.0126
H 5.187 1.770 -1.718  0.0058
C 0.068 3.642 3.332  -0.0822
Si -2.768 0.012 -0.327  0.3271
C 4.501 -0.251 0.838  -0.1818
H 0.893 5.360 1.247  0.1126
N 1.896 1.671 0.849  0.1108
H -4.093 -0.341 1.767  0.0177
C -0.722 1.742 -0.606  -0.3840
H 3.421 -2.688 -0.885  -0.0028
H -2.227 -3.415 -4.777  0.1008
C 2.569 2.637 0.009  -0.1372
C -0.346 2.664 4.200  0.0259
C -0.727 0.245 4.589  -0.0310
H -1.713 -6.069 -0.629  0.0874
H -0.813 2.929 5.136  0.1128
C -2.100 -4.007 -3.876  -0.0982
H 0.567 1.784 -2.346  0.1427
C -3.315 0.363 1.460  -0.1696
H 0.646 4.202 -2.085  0.1377
C 0.836 4.319 0.952  -0.1221
C 0.713 3.382 2.103  -0.0473
Tl 0.581 -1.328 -0.751  0.8193
C -0.215 1.315 3.818  -0.1552
C 5.217 0.700 -1.932  -0.1920
H 4.953 0.698 1.135  0.0133
H 3.652 2.631 0.104  0.1260
C -2.938 -1.836 -0.602  -0.1980
C 0.577 -4.882 -1.456  -0.0998
C 0.571 2.128 -1.312  -0.1244
H 2.503 4.760 -0.448  0.1330
C -3.218 -4.708 -3.365  -0.3112
H 5.247 -1.039 0.974  0.0141
Si 3.882 -0.234 -0.956  0.2866
H -1.233 0.462 5.524  0.1106
N -5.494 -4.692 -4.560  0.0565
H -5.055 0.695 -1.098  0.0165

Charge   -2
Highest occupied orbital energy   -0.572 eV
Electronic energy   -2470.8789 Ha
Frontier orbital gap   4.1236 eV
LUMO energy   3.551 eV
Strongest force on any atom   0.010 hartree/bohr
ΔE to the lowest compared entry with this formula, charge and spin   206.6 kJ/mol

=====

(2)
# C38H59BrFNO18

8 unconnected molecules or ions with the total composition C38H59BrFNO18 (wB97M-V/def2-TZVPD, OMol25).

Last column: Löwdin charge in e.
Element x y z (Å)
C -2.491 -5.284 -2.719  -0.1588
C -2.220 -1.879 -0.361  -0.5421
H 0.296 -3.861 -2.302  0.1064
C 1.774 -2.243 -2.532  -0.1516
H -5.064 2.169 -4.983  0.1181
C -0.481 -3.401 0.207  -0.4689
C -5.701 3.547 -6.550  -0.1536
H -4.198 -5.993 -1.543  0.1171
H 1.961 -4.229 -1.894  0.1149
H 1.959 -3.675 4.644  0.1281
H 4.314 3.126 4.173  0.0893
C 2.434 3.317 2.073  -0.4987
H -2.932 -8.029 -2.064  0.1306
O 1.839 4.058 1.342  0.1054
H 1.107 -2.986 6.058  0.1324
H 1.732 1.607 -0.376  0.0839
H -4.229 -1.918 -1.179  0.1301
O -4.388 -2.179 -4.973  0.0062
C 5.401 6.078 2.075  -0.1495
O 4.890 8.159 3.039  0.0253
H 3.238 0.668 2.740  0.1089
Br -1.758 -0.110 -3.490  0.7912
H 1.591 -2.399 -3.597  0.1296
H 4.971 5.153 1.692  0.1086
H 2.828 -2.107 -2.299  0.1305
C -5.669 -1.996 -4.601  -0.5019
H 5.991 -0.352 7.616  0.1275
H -1.866 -5.305 -1.827  0.1141
C 1.182 -3.465 -1.805  -0.1223
H 1.341 2.643 3.778  0.1268
H -4.398 4.613 -7.941  0.1286
C -3.776 -6.074 -2.544  -0.1455
C 0.950 -3.224 -0.286  -0.0564
H -3.661 1.713 -1.929  0.0656
C -2.215 -7.223 -3.906  -0.4869
H 1.375 -2.257 -0.013  0.1127
C 2.353 -1.591 5.032  -0.4835
C 0.299 -0.850 4.341  -0.1475
H 6.159 0.733 9.809  0.1159
C -5.007 3.707 -7.893  -0.1520
C -3.238 -0.352 -2.222  -0.6959
H 4.855 1.392 2.641  0.1299
O -4.137 2.567 -8.006  0.0339
C -3.215 -1.707 -1.520  -0.1277
H 4.978 3.120 9.060  0.1263
O -3.102 1.168 -6.583  0.0806
H -3.467 -2.195 -6.838  0.1340
H 7.095 2.061 9.125  0.1187
H -2.678 -4.250 -2.993  0.1043
O 6.078 1.436 6.592  0.0342
O 1.040 -1.069 -2.154  -0.1013
O 3.494 -1.548 5.389  0.1194
H 7.602 0.380 7.513  0.1250
O 2.635 0.430 -2.480  0.1532
H -3.706 -0.591 -6.116  0.0711
C -5.528 -1.489 -6.913  -0.1439
C 0.301 -2.356 4.129  -0.1556
C 6.544 0.588 7.656  -0.1500
H -5.772 -2.436 -7.399  0.1181
C 5.754 6.030 3.557  -0.0716
H -4.527 -5.723 -3.254  0.1197
H 4.473 7.761 1.048  0.1247
H -0.296 -0.550 5.206  0.1280
O 6.029 7.987 4.970  0.1194
C 5.018 2.153 8.566  -0.0696
C -3.369 0.869 -1.301  -0.1256
H -4.125 -0.365 -2.854  0.0642
C 4.445 7.255 2.010  -0.1504
C 1.605 0.528 -0.379  0.0310
H 2.298 0.068 0.327  0.0864
O 3.350 2.417 1.644  0.0066
H -2.370 1.126 -0.949  0.0605
H -4.075 0.726 -0.485  0.0856
H 0.582 0.354 -0.041  0.0689
H -7.415 -1.737 -5.842  0.1245
C 6.274 1.369 8.932  -0.1556
H 0.545 -2.585 3.090  0.0974
F -1.227 -0.985 -0.320  0.0984
H -3.465 -2.808 0.878  0.1075
H 4.108 1.585 8.766  0.1326
C -3.336 -7.485 -2.920  -0.0742
H -6.040 4.491 -6.126  0.1174
N -2.953 -1.936 0.862  0.1520
C 3.501 2.433 3.991  -0.1672
C -4.156 -1.575 -6.268  -0.1408
C 5.170 2.319 7.068  -0.4681
H -0.655 -2.823 4.358  0.1209
H 6.299 6.297 1.492  0.1194
C 5.612 7.482 3.968  -0.4856
H -0.056 -0.310 3.465  0.1220
H -2.983 -2.463 -2.265  0.0832
O 1.674 -0.502 4.591  0.0044
C 1.443 -2.803 5.036  -0.0658
H -5.602 -0.700 -7.661  0.1150
C -3.868 2.069 -6.775  -0.4708
C -4.633 2.841 -5.721  -0.0686
H -4.136 -8.054 -3.386  0.1243
O -1.731 -8.010 -4.665  0.1213
H 3.414 6.965 2.225  0.1254
C 3.794 1.609 2.753  -0.1341
O -0.629 -3.786 1.303  0.1412
C 1.829 -0.032 -1.760  -0.5564
H -3.954 3.547 -5.241  0.1367
H 5.043 5.431 4.130  0.1182
O -1.587 -3.197 -0.585  0.0156
H 1.518 -3.980 0.253  0.1205
O 4.570 3.077 6.362  0.0962
H 2.210 4.187 4.036  0.1259
C 2.256 3.204 3.574  -0.0540
H -2.346 -1.909 1.675  0.0852
H -6.572 2.896 -6.658  0.1158
O -6.096 -2.327 -3.528  0.1035
C -6.435 -1.288 -5.702  -0.0680
H 6.767 5.677 3.727  0.1266
H -5.707 3.710 -8.725  0.1252
H -6.535 -0.233 -5.437  0.1212
O -1.785 -5.941 -3.788  0.0310
H 3.367 1.832 4.880  0.1001

Highest occupied orbital energy   -9.660 eV
Electronic energy   -5566.4138 Ha
Frontier orbital gap   10.0167 eV
SMILES string   CC(=O)OCCCC(=O)O[C@@](N)(F)C[C@@H](C)Br.O=C1CCCO1.O=C1CCCO1.O=C1CCCO1.O=C1CCCO1.O=C1CCCO1.O=C1CCCO1.O=C1CCCO1
LUMO energy   0.357 eV
Strongest force on any atom   0.063 hartree/bohr
ΔE to the lowest compared entry with this formula, charge and spin   0.0 kJ/mol

=====

(3)
# C13H33ClIN2OP2STl

A molecular structure, C13H33ClIN2OP2STl (wB97M-V/def2-TZVPD, OMol25).

Last column: Löwdin charge in e.
Element x y z (Å)
Cl 1.659 -3.981 -2.567  -0.0108
C -0.130 -3.321 0.788  -0.4609
H 2.316 0.618 1.755  0.0187
H -0.109 4.491 3.019  0.1356
N 0.221 3.264 1.374  0.0253
H -4.107 -0.912 -1.434  0.0772
H -2.568 3.955 1.239  0.0755
H 1.089 -5.034 0.629  0.1029
H 4.159 -1.593 -1.024  0.0536
H -3.673 -3.352 -2.271  0.0699
C 3.354 -3.045 1.696  -0.2342
H -1.286 4.153 -2.046  0.1367
H 1.659 -0.627 2.826  0.0442
H 0.831 2.782 2.038  0.1276
N -1.114 2.856 -0.480  0.0261
H 3.539 -3.854 0.980  0.0605
H -2.841 0.256 -0.909  0.0138
O -0.612 -2.569 1.585  0.0756
H -2.516 4.854 2.766  0.0998
H -1.633 -0.307 -3.419  0.0186
H -1.406 2.142 -1.149  0.0963
H -3.003 -3.842 -0.690  0.0579
C 0.717 4.412 -1.283  -0.0744
H -2.185 3.109 2.786  0.0873
C -2.058 4.032 2.209  -0.0734
S -0.550 0.712 0.984  0.8248
H -0.449 5.261 1.444  0.1153
Tl 0.806 -2.210 -1.099  0.0390
H 4.965 -1.071 0.487  0.0697
H 3.440 -0.356 2.773  0.0770
H -1.184 4.946 -0.463  0.1091
H -2.112 -4.226 -2.179  0.0578
H -3.317 -1.057 0.173  0.0548
P 2.619 -1.614 0.834  0.7431
H -0.442 -5.262 1.563  0.1243
H -2.855 -1.580 -3.782  0.0694
C -0.589 4.347 2.040  -0.1949
H -1.100 -1.933 -3.871  0.0519
C -1.874 -1.371 -3.339  -0.2718
H 2.671 -3.414 2.467  0.0585
C 4.053 -0.991 -0.117  -0.2696
C -0.758 4.155 -1.085  -0.2051
C -3.164 -0.792 -0.880  -0.2419
H 1.247 4.343 -0.326  0.0709
C -2.750 -3.480 -1.692  -0.2378
H 1.141 3.697 -1.993  0.0412
H -0.476 -5.129 -0.240  0.0995
P -1.866 -1.882 -1.581  0.7402
H 3.876 0.046 -0.419  0.0195
I 1.188 0.491 -2.070  0.4435
C 0.016 -4.773 0.685  -0.0333
C -0.475 2.357 0.601  -0.8230
C 2.511 -0.374 2.183  -0.2524
H 4.301 -2.750 2.165  0.0703
H 0.823 5.426 -1.681  0.0999

Charge   +2
Highest occupied orbital energy (alpha / beta)   -15.183 / -14.256 eV
Electronic energy   -2710.5762 Ha
Frontier orbital gap (alpha / beta)   6.9333 / 4.8772 eV
LUMO energy (alpha / beta)   -8.250 / -9.379 eV
Strongest force on any atom   0.053 hartree/bohr

=====

(4)
# C4H5F2N

C4H5F2N in the gas phase (wB97M-V/def2-TZVPD, OMol25).

Last column: natural (NBO) charge in e.
Element x y z (Å)
H 0.784 -1.833 -0.386  0.2164
H 1.910 1.080 -0.855  0.2135
C 0.983 -0.665 -0.169  -0.1080
H -1.555 -1.677 -0.260  0.1828
F -2.820 -0.175 0.033  -0.3117
C 2.205 0.039 -0.574  -0.2860
H 2.054 0.488 1.304  0.3701
C -1.558 -0.567 -0.062  0.1505
N 2.031 -0.396 0.830  -0.5959
F -0.229 1.476 -0.002  -0.3293
C -0.440 0.117 0.051  0.2923
H 2.896 -0.542 -1.367  0.2055

Highest occupied orbital energy   -9.592 eV
Electronic energy   -409.7770 Ha
Frontier orbital gap   10.3892 eV
SMILES string   F/C=C(\F)[C@H]1CN1
LUMO energy   0.797 eV
Strongest force on any atom   0.084 hartree/bohr
ΔE to the lowest compared entry with this formula, charge and spin   277.9 kJ/mol